No. 1
Density functional theory data (ωB97M-V with the def2-TZVPD basis set) for C42H81N6O6 as an isolated structure in a non-equilibrium geometry.

Cartesian coordinates (Å):
1 O 0.70009 -1.73703 1.55441
2 C 1.13557 -1.53658 2.63783
3 O 1.51884 -2.57116 3.44589
4 C 1.24098 -0.12612 3.14721
5 C 0.14609 0.14060 4.22562
6 C -1.15476 -0.44674 3.77662
7 N -1.85888 -1.30449 4.51835
8 C -3.02675 -1.61918 3.83363
9 C -2.98779 -0.96788 2.66642
10 N -1.80446 -0.24441 2.64523
11 H 0.84463 -2.72045 4.11743
12 H 0.97631 0.49138 2.29884
13 H 2.22476 0.09770 3.53807
14 H 0.01315 1.21251 4.32516
15 H 0.44450 -0.28731 5.17539
16 H -1.57063 -1.62672 5.42559
17 H -3.79054 -2.25909 4.22056
18 H -3.72678 -0.97258 1.89045
19 H -1.51001 0.36088 1.89338
20 C 1.89574 -6.55046 0.85011
21 C 0.59937 -6.23644 1.63121
22 C 0.94861 -5.69048 3.01449
23 C 1.46724 -6.75918 3.97860
24 C 0.50361 -7.94375 4.05029
25 C 0.15283 -8.52172 2.67977
26 N -0.26514 -7.44927 1.72850
27 O -1.47966 -7.08875 1.99175
28 C 1.35416 -9.30830 2.12128
29 C -0.95605 -9.55694 2.83563
30 C -0.09844 -5.14906 0.82088
31 H 1.71417 -7.28720 0.06806
32 H 2.27360 -5.65242 0.36242
33 H 2.70591 -6.90845 1.48267
34 H 0.05520 -5.22786 3.45633
35 H 1.68846 -4.89897 2.91610
36 H 2.46310 -7.09412 3.67885
37 H 1.58274 -6.32645 4.97529
38 H 0.93125 -8.73085 4.67372
39 H -0.41346 -7.61880 4.55315
40 H 1.16179 -9.63291 1.09834
41 H 1.52220 -10.20063 2.72332
42 H 2.28999 -8.75561 2.13479
43 H -1.84075 -9.14794 3.31994
44 H -0.60017 -10.38126 3.45208
45 H -1.25179 -9.96281 1.86760
46 H -0.37521 -5.51507 -0.16908
47 H 0.57228 -4.30112 0.69609
48 H -0.99735 -4.77769 1.31302
49 C -6.38390 3.68631 -1.72567
50 C -5.43333 3.23511 -0.59385
51 C -4.19688 4.14011 -0.54874
52 C -3.21659 3.89195 -1.69622
53 C -2.84350 2.41974 -1.78875
54 C -4.04665 1.48960 -1.85029
55 N -5.03577 1.80249 -0.77348
56 O -4.60580 1.34845 0.35755
57 C -4.70960 1.57595 -3.23746
58 C -3.57077 0.04407 -1.73624
59 C -6.23305 3.40769 0.69374
60 H -7.02909 2.86927 -2.04868
61 H -7.03379 4.48810 -1.37917
62 H -5.86229 4.08130 -2.59521
63 H -3.67035 3.98091 0.39924
64 H -4.51055 5.18553 -0.55188
65 H -3.63980 4.24164 -2.64119
66 H -2.30845 4.47618 -1.53590
67 H -2.21275 2.25263 -2.66407
68 H -2.22937 2.16345 -0.91672
69 H -5.63524 0.99980 -3.26168
70 H -4.04270 1.15911 -3.99165
71 H -4.92890 2.59034 -3.55711
72 H -2.98666 -0.13170 -0.83144
73 H -2.93147 -0.19709 -2.58379
74 H -4.41274 -0.65007 -1.74201
75 H -7.11064 2.75934 0.70190
76 H -6.57254 4.43881 0.77286
77 H -5.64049 3.19594 1.58248
78 C 1.83927 4.85530 1.88259
79 C 1.43285 4.15799 0.56386
80 C 2.51857 3.16533 0.14429
81 C 3.77730 3.83537 -0.40289
82 C 3.42635 4.81559 -1.52131
83 C 2.35755 5.83409 -1.12312
84 N 1.17070 5.16724 -0.50505
85 O 0.44968 4.62515 -1.43041
86 C 2.96031 6.87549 -0.16086
87 C 1.93599 6.63139 -2.35267
88 C 0.15244 3.39214 0.88835
89 H 1.32948 5.81171 1.99585
90 H 1.56271 4.24261 2.74122
91 H 2.91074 5.02100 1.96932
92 H 2.11981 2.49548 -0.62645
93 H 2.77844 2.53301 0.99876
94 H 4.32085 4.34618 0.39623
95 H 4.45581 3.07215 -0.78867
96 H 4.32465 5.34563 -1.84126
97 H 3.08075 4.24561 -2.38982
98 H 2.18742 7.54395 0.22018
99 H 3.69057 7.48584 -0.69033
100 H 3.48747 6.44332 0.68588
101 H 1.58049 5.99321 -3.15936
102 H 2.78943 7.19030 -2.73319
103 H 1.14828 7.34464 -2.10651
104 H -0.65261 4.07042 1.17744
105 H 0.34169 2.71261 1.72310
106 H -0.19132 2.78853 0.04720
107 C 2.56583 -1.65819 -3.40834
108 C 2.61145 -0.26460 -4.07738
109 C 3.89601 0.46221 -3.67700
110 C 3.88531 0.96779 -2.23438
111 C 2.63771 1.80814 -1.96214
112 C 1.33781 1.09605 -2.33739
113 N 1.39978 0.53121 -3.71436
114 O 1.23175 1.48380 -4.57286
115 C 1.03280 -0.00887 -1.30892
116 C 0.17466 2.07758 -2.21604
117 C 2.63389 -0.53767 -5.57751
118 H 1.54171 -2.02433 -3.32968
119 H 3.11928 -2.38364 -4.00253
120 H 3.01911 -1.67791 -2.41799
121 H 4.05169 1.31670 -4.34278
122 H 4.74759 -0.20390 -3.82838
123 H 3.94233 0.13083 -1.53227
124 H 4.77605 1.57265 -2.05519
125 H 2.60378 2.08876 -0.90542
126 H 2.71557 2.74367 -2.52512
127 H 0.16884 -0.60157 -1.61411
128 H 0.79666 0.44000 -0.34179
129 H 1.86251 -0.68657 -1.12740
130 H 0.31635 2.96834 -2.82511
131 H 0.07886 2.40652 -1.17948
132 H -0.76608 1.60803 -2.50916
133 H 1.72155 -1.04246 -5.89856
134 H 3.47993 -1.18039 -5.81621
135 H 2.74665 0.37285 -6.16263

Energy, Eh: -2428.2408
Frontier orbital gap (spin up / spin down), eV: 7.025 / 7.595
Highest occupied orbital energy (spin up / spin down), hartree: -0.3646 / -0.3856
Net charge: +1
LUMO level (spin up / spin down), eV: -2.896 / -2.899
Multiplicity: 5

Here are the Löwdin charges for atoms 1 to 99, given in e: O 0.159; C -0.517; O 0.096; C -0.061; C -0.047; C -0.264; N 0.168; C -0.009; C 0.004; N 0.201; H 0.110; H 0.095; H 0.137; H 0.132; H 0.129; H 0.181; H 0.136; H 0.134; H 0.184; C -0.026; C -0.484; C -0.147; C -0.168; C -0.133; C -0.497; N -0.082; O -0.021; C -0.032; C -0.042; C -0.044; H 0.093; H 0.083; H 0.067; H 0.117; H 0.105; H 0.105; H 0.110; H 0.126; H 0.123; H 0.095; H 0.089; H 0.059; H 0.079; H 0.089; H 0.095; H 0.097; H 0.068; H 0.074; C -0.028; C -0.484; C -0.126; C -0.149; C -0.152; C -0.482; N -0.071; O -0.058; C -0.022; C -0.039; C -0.047; H 0.092; H 0.085; H 0.068; H 0.117; H 0.130; H 0.111; H 0.107; H 0.102; H 0.108; H 0.096; H 0.093; H 0.064; H 0.059; H 0.090; H 0.094; H 0.095; H 0.088; H 0.074; C -0.027; C -0.442; C -0.134; C -0.117; C -0.109; C -0.480; N -0.051; O -0.037; C -0.029; C -0.033; C -0.031; H 0.093; H 0.076; H 0.068; H 0.006; H 0.151; H 0.116; H 0.105; H 0.136; H 0.104; H 0.095; H 0.090


No. 2
Density functional theory data (ωB97M-V with the def2-TZVPD basis set) for a 10-piece molecular cluster, C42H81NO14P2S overall in a non-equilibrium geometry.

Cartesian coordinates (Å):
1 C -4.45029 -2.59973 -3.50950
2 C -2.95799 -2.84802 -3.81038
3 O -2.61961 -2.65154 -5.20466
4 P -2.13252 -1.13640 -5.51924
5 O -3.20364 -0.19373 -5.08304
6 C -0.59503 -0.69730 -4.61742
7 C 0.45433 -1.87511 -4.52001
8 C 1.26130 -1.68969 -3.20979
9 C 1.56013 -2.75606 -2.33379
10 C 2.27128 -2.52251 -1.12515
11 C 2.72519 -1.22699 -0.76439
12 C 2.41533 -0.17721 -1.67905
13 C 1.70894 -0.38110 -2.87734
14 S 2.98786 1.46553 -1.19577
15 C 2.67014 1.37289 0.58078
16 C 2.15593 2.46964 1.32640
17 C 1.83227 3.74311 0.57765
18 C 0.79255 3.66596 -0.40176
19 C 0.39994 4.75914 -1.19485
20 C 1.10899 6.01496 -0.98777
21 C 2.11421 6.08703 -0.00089
22 C 2.48808 4.96829 0.79734
23 C 1.96174 2.36657 2.73721
24 C 2.25711 1.12530 3.34705
25 C 2.73100 0.00904 2.59326
26 P 3.05295 -1.60550 3.41124
27 O 3.73209 -1.41282 4.92091
28 O 1.56170 -2.36598 3.64206
29 C 2.97072 0.10981 1.18714
30 N 3.45997 -0.97442 0.42733
31 O -1.86232 -0.92173 -7.12028
32 C -1.92723 0.48599 -7.44804
33 C -1.09752 0.79359 -8.72205
34 H -4.63546 -3.04837 -2.51117
35 H -5.10998 -3.11479 -4.22502
36 H -4.67187 -1.52934 -3.41117
37 H -2.34286 -2.18858 -3.17204
38 H -2.69604 -3.88210 -3.52997
39 H -0.91481 -0.45563 -3.58818
40 H -0.15701 0.21967 -5.03315
41 H -0.03294 -2.85931 -4.55336
42 H 1.19066 -1.73958 -5.33305
43 H 1.20635 -3.75692 -2.60633
44 H 2.49329 -3.36249 -0.45175
45 H 1.52131 0.49679 -3.50458
46 H 0.30035 2.69843 -0.56420
47 H -0.39601 4.60000 -1.92780
48 H 0.83157 6.86173 -1.62343
49 H 2.61194 7.05910 0.09729
50 H 3.26888 5.04430 1.56627
51 H 1.58550 3.21831 3.31047
52 H 2.09917 1.03930 4.42953
53 H 3.11048 -1.76286 5.58313
54 H 0.82481 -1.77726 3.41275
55 H 3.50320 -1.83324 0.97079
56 H -1.54150 1.12130 -6.63073
57 H -2.97725 0.79214 -7.57533
58 H -0.52627 1.72963 -8.62730
59 H -1.79771 0.93978 -9.56389
60 H -0.39003 -0.01171 -8.97105
61 C -1.04930 -7.54468 -4.58842
62 C -0.72880 -6.06667 -4.48036
63 O 0.64598 -5.82880 -4.77333
64 H -0.42735 -8.11940 -3.90097
65 H -2.09863 -7.73936 -4.35984
66 H -0.83875 -7.91067 -5.59642
67 H -0.91767 -5.70743 -3.46799
68 H -1.34329 -5.48199 -5.17374
69 H 0.80720 -6.13774 -5.67064
70 C -2.90816 7.46334 -2.21347
71 C -2.66734 8.03017 -0.82654
72 O -2.41593 6.98860 0.11220
73 H -3.75461 6.77508 -2.20158
74 H -3.11136 8.25891 -2.93299
75 H -2.03716 6.89798 -2.55603
76 H -3.54525 8.57625 -0.47968
77 H -1.81400 8.71726 -0.83439
78 H -1.63130 6.51653 -0.19043
79 C 0.99600 -5.55620 6.10511
80 C 1.87900 -5.64502 4.87437
81 O 1.08429 -5.70854 3.69615
82 H 0.33145 -6.42018 6.15898
83 H 1.59431 -5.51501 7.01724
84 H 0.36463 -4.66501 6.06213
85 H 2.49338 -6.54559 4.91077
86 H 2.54355 -4.77710 4.80799
87 H 0.55265 -4.90660 3.66437
88 C 7.55544 4.56470 2.92128
89 C 6.13589 4.66801 3.44593
90 O 5.20959 4.08712 2.53040
91 H 7.64155 5.06385 1.95503
92 H 8.26403 5.01860 3.61624
93 H 7.83617 3.51935 2.77079
94 H 5.85197 5.71211 3.57571
95 H 6.04487 4.16300 4.41307
96 H 5.44941 3.16088 2.41955
97 C -5.44767 7.72420 2.01114
98 C -4.92086 8.82978 2.90494
99 O -3.85077 8.34451 3.71368
100 H -5.79567 6.88162 2.61186
101 H -6.27275 8.08009 1.39130
102 H -4.65671 7.34731 1.35797
103 H -5.70374 9.19026 3.57250
104 H -4.56267 9.67378 2.30698
105 H -3.15813 8.03542 3.11956
106 C 4.60810 -9.26325 5.32186
107 C 3.96572 -9.86626 4.08872
108 O 2.54846 -9.77000 4.16529
109 H 4.25617 -9.76996 6.22171
110 H 5.69614 -9.34102 5.27783
111 H 4.33795 -8.20871 5.42081
112 H 4.21779 -10.92297 4.00406
113 H 4.31024 -9.35653 3.18253
114 H 2.31863 -8.83693 4.22786
115 C -8.92440 10.58944 -0.18664
116 C -7.72264 11.19577 0.51347
117 O -6.52202 10.52281 0.14281
118 H -9.01359 9.53011 0.05878
119 H -9.84551 11.09686 0.10530
120 H -8.81611 10.66140 -1.27187
121 H -7.82431 11.10409 1.59446
122 H -7.62740 12.25782 0.26482
123 H -6.42122 10.60949 -0.81043
124 C -1.83410 -1.69397 6.61022
125 C -0.66410 -1.00955 7.29126
126 O 0.56707 -1.64211 6.94654
127 H -1.87660 -2.74691 6.89305
128 H -2.77816 -1.21870 6.88116
129 H -1.72477 -1.65575 5.52281
130 H -0.76529 -1.06681 8.37416
131 H -0.61489 0.04630 7.00559
132 H 0.66515 -1.58479 5.99010
133 C 2.55255 -8.86738 -4.01716
134 C 1.98170 -10.12943 -3.39791
135 O 2.46495 -11.29256 -4.06475
136 H 2.29169 -8.80951 -5.07537
137 H 2.17318 -7.97718 -3.51256
138 H 3.64393 -8.86711 -3.95627
139 H 0.89494 -10.13879 -3.47906
140 H 2.24797 -10.19313 -2.33764
141 H 3.42393 -11.29682 -3.98588

Energy, Eh: -3837.9484
Frontier orbital gap, eV: 8.050
Highest occupied orbital energy, hartree: -0.2950
LUMO level, eV: 0.024
SMILES: CCOP(=O)(CCc1ccc2c(c1)Sc1c(-c3ccccc3)ccc(P(O)O)c1N2)OCC.CCO.CCO.CCO.CCO.CCO.CCO.CCO.CCO.CCO

Here are the Löwdin charges for atoms 1 to 99, given in e: C -0.073; C -0.274; O -0.216; P 0.560; O -0.288; C -0.204; C -0.146; C -0.220; C -0.023; C -0.004; C -0.250; C -0.415; C -0.055; S 1.028; C -0.351; C -0.176; C -0.209; C -0.072; C -0.072; C -0.085; C -0.076; C -0.009; C -0.014; C -0.078; C -0.286; P 0.884; O -0.280; O -0.303; C -0.257; N 0.069; O -0.213; C -0.287; C -0.067; H 0.080; H 0.085; H 0.069; H 0.108; H 0.105; H 0.099; H 0.090; H 0.093; H 0.123; H 0.105; H 0.114; H 0.110; H 0.112; H 0.098; H 0.094; H 0.101; H 0.098; H 0.120; H 0.104; H 0.042; H 0.055; H 0.065; H 0.098; H 0.118; H 0.071; H 0.072; H 0.077; C -0.080; C -0.325; O -0.095; H 0.059; H 0.078; H 0.080; H 0.105; H 0.106; H 0.083; C -0.086; C -0.317; O -0.093; H 0.079; H 0.074; H 0.061; H 0.101; H 0.109; H 0.052; C -0.079; C -0.318; O -0.085; H 0.077; H 0.078; H 0.060; H 0.089; H 0.095; H 0.064; C -0.093; C -0.312; O -0.099; H 0.076; H 0.074; H 0.073; H 0.112; H 0.110; H 0.084; C -0.087; C -0.319; O -0.088


- energy of number 1 (C42H81N6O6)?
  -2428.2408 Eh


- Number 1 is which compound?
  C42H81N6O6


- energy of number 1 (C42H81N6O6)?
  -2428.2408 Eh


- Which of these has the lowest energy?
  C42H81NO14P2S